A molecular structure, C43H37IrN4O2P2S3Te. Source: the OMol25 dataset; level of theory: ωB97M-V/def2-TZVPD.

Structure (XYZ):
```
93
C43H37IrN4O2P2S3Te ωB97M-V/def2-TZVPD
Ir 0.778 -0.058 -0.111
S -0.397 -1.448 1.500
P -0.665 0.277 2.523
C 0.034 1.343 1.414
P -0.757 2.396 0.349
S -1.182 1.292 -1.273
C 0.315 3.810 -0.029
C -0.152 4.817 -0.873
C 0.634 5.932 -1.120
C 1.899 6.031 -0.553
C 2.374 5.020 0.270
C 1.575 3.916 0.546
C -2.236 3.184 1.034
C -2.141 4.336 1.813
C -3.282 4.876 2.392
C -4.515 4.272 2.191
C -4.613 3.126 1.412
C -3.477 2.581 0.833
C -2.368 0.481 3.112
C -3.364 -0.389 2.688
C -4.665 -0.226 3.149
C -4.970 0.812 4.017
C -3.976 1.688 4.434
C -2.674 1.520 3.992
C 0.269 0.185 4.074
C 1.055 1.264 4.467
C 1.760 1.205 5.665
C 1.684 0.069 6.458
C 0.900 -1.009 6.062
C 0.190 -0.952 4.874
H -1.130 4.724 -1.332
H 0.263 6.722 -1.762
H 2.515 6.899 -0.755
H 3.364 5.092 0.704
H 1.918 3.129 1.207
H -1.179 4.813 1.959
H -3.207 5.774 2.994
H -5.404 4.698 2.641
H -5.576 2.655 1.257
H -3.538 1.692 0.216
H -3.120 -1.185 1.996
H -5.439 -0.912 2.828
H -5.985 0.941 4.372
H -4.215 2.503 5.106
H -1.895 2.193 4.334
H 1.129 2.128 3.817
H 2.376 2.041 5.971
H 2.241 0.019 7.385
H 0.849 -1.897 6.681
H -0.409 -1.797 4.554
N 1.377 5.146 -6.053
C 1.834 4.110 -5.245
C 2.011 4.310 -3.874
C 2.420 3.275 -3.055
C 2.668 2.027 -3.613
C 2.497 1.813 -4.975
C 2.078 2.847 -5.786
S 3.191 0.680 -2.626
O 3.857 -0.249 -3.492
O 3.917 1.178 -1.465
N 1.870 -0.024 -1.990
C 0.978 -0.773 -2.711
N 0.151 -1.407 -1.851
C -0.869 -2.091 -2.336
C -1.044 -2.224 -3.701
C -0.122 -1.573 -4.505
N 0.879 -0.835 -4.035
H 1.541 6.074 -5.701
H 1.583 5.059 -7.034
H 1.824 5.287 -3.451
H 2.565 3.436 -1.995
H 2.696 0.831 -5.383
H 1.941 2.683 -6.849
H -1.543 -2.530 -1.608
H -1.854 -2.800 -4.121
H -0.197 -1.632 -5.586
C 2.968 -1.283 2.825
Te 2.987 0.013 1.096
C 4.136 -1.609 0.303
C 4.883 -2.150 1.490
C 6.114 -2.784 1.380
C 6.760 -3.263 2.512
C 6.179 -3.102 3.761
C 4.953 -2.461 3.879
C 4.297 -1.987 2.751
H 2.126 -1.969 2.707
H 2.838 -0.719 3.746
H 4.768 -1.268 -0.512
H 3.399 -2.314 -0.082
H 6.572 -2.897 0.404
H 7.722 -3.750 2.419
H 6.687 -3.465 4.646
H 4.503 -2.322 4.856
```

As for the energy above the lowest of the compared OMol25 structures with the same formula, charge and spin: 21.4 kcal per mole. For the energy, the calculation gives -116464.3097 eV.

***

A molecular structure, C43H37N6O3PSW. Source: the OMol25 dataset; level of theory: ωB97M-V/def2-TZVPD.

Structure (XYZ):
```
92
C43H37N6O3PSW ωB97M-V/def2-TZVPD
W 0.397 1.063 -0.105
O 2.163 0.803 -1.195
C 3.069 1.741 -1.391
C 3.787 1.737 -2.599
C 4.787 2.654 -2.841
C 5.128 3.609 -1.880
C 4.441 3.623 -0.687
C 3.400 2.720 -0.424
C 2.756 2.819 0.868
N 1.669 2.228 1.212
N 1.298 2.387 2.544
C 0.277 1.632 2.800
O -0.278 0.831 1.941
C -0.314 1.690 4.164
C -1.467 0.969 4.453
C -2.042 1.029 5.715
C -1.459 1.807 6.703
C -0.304 2.527 6.422
C 0.265 2.473 5.161
H 3.513 0.994 -3.338
H 5.313 2.631 -3.787
H 5.916 4.324 -2.070
H 4.693 4.355 0.072
H 3.240 3.433 1.626
H -1.907 0.353 3.681
H -2.943 0.467 5.926
H -1.903 1.855 7.690
H 0.152 3.136 7.192
H 1.159 3.035 4.928
C -4.846 1.242 0.213
C -3.887 2.276 0.784
N -2.530 1.773 0.923
C -1.607 1.730 -0.032
S -2.014 2.353 -1.601
N -2.336 -1.884 0.638
N -1.006 -1.766 0.718
C -0.392 -1.992 1.807
C -1.082 -2.453 3.057
C 1.077 -1.819 1.767
C 1.864 -2.735 2.459
C 3.240 -2.618 2.434
C 3.793 -1.570 1.721
C 2.949 -0.703 1.052
N 1.615 -0.809 1.055
H -5.843 1.668 0.094
H -4.920 0.376 0.873
H -4.502 0.894 -0.762
H -4.218 2.603 1.771
H -3.861 3.165 0.151
H -2.233 1.404 1.814
H -1.435 -3.486 2.955
H -1.953 -1.826 3.261
H -0.428 -2.392 3.923
H 1.383 -3.541 2.995
H 3.864 -3.328 2.960
H 4.861 -1.412 1.673
H 3.350 0.117 0.480
O 0.561 2.791 -1.254
C -0.241 1.983 -1.912
C 0.075 1.357 -3.229
C 0.484 2.049 -4.358
C 0.747 1.346 -5.526
C 0.600 -0.036 -5.565
C 0.197 -0.728 -4.430
C -0.062 -0.030 -3.258
P -0.432 -0.719 -1.593
C 0.440 -2.328 -1.717
C -0.227 -3.547 -1.769
C 0.483 -4.738 -1.846
C 1.870 -4.720 -1.872
C 2.542 -3.505 -1.836
C 1.833 -2.315 -1.763
C -2.209 -1.190 -1.702
C -2.909 -1.003 -2.894
C -4.249 -1.329 -3.026
C -4.927 -1.877 -1.946
C -4.267 -2.067 -0.747
C -2.928 -1.711 -0.612
H 0.613 3.124 -4.315
H 1.078 1.876 -6.410
H 0.816 -0.577 -6.478
H 0.118 -1.809 -4.453
H -1.310 -3.576 -1.751
H -0.049 -5.680 -1.887
H 2.425 -5.647 -1.930
H 3.625 -3.483 -1.867
H 2.354 -1.364 -1.739
H -2.388 -0.583 -3.743
H -4.755 -1.163 -3.967
H -5.970 -2.152 -2.035
H -4.792 -2.487 0.105
H -2.857 -2.355 1.364
```

As for the energy above the lowest of the compared OMol25 structures with the same formula, charge and spin: 16.5 kcal per mole. For the energy, the calculation gives -82226.0523 eV.

***

A molecular structure, C43H38BrF4N2O2PPt. Source: the OMol25 dataset; level of theory: ωB97M-V/def2-TZVPD.

Structure (XYZ):
```
92
C43H38BrF4N2O2PPt ωB97M-V/def2-TZVPD
Pt 0.352 0.015 -0.055
F -4.115 6.233 0.630
C -3.138 5.360 0.440
C -1.868 5.640 0.883
F -1.616 6.792 1.495
C -0.856 4.727 0.674
F 0.359 5.107 1.075
C -1.069 3.496 0.059
P 0.378 2.327 -0.051
C 1.117 2.650 1.593
C 2.256 3.373 1.926
C 2.621 3.538 3.255
C 1.859 2.974 4.268
C 0.730 2.232 3.944
C 0.360 2.074 2.618
C 1.142 3.180 -1.473
C 2.213 4.064 -1.463
C 2.571 4.743 -2.623
C 1.870 4.542 -3.801
C 0.817 3.634 -3.827
C 0.458 2.956 -2.673
C -2.349 3.279 -0.459
Br -2.730 1.879 -1.633
C -3.366 4.191 -0.249
F -4.589 3.980 -0.731
H 2.872 3.825 1.166
H 3.504 4.120 3.497
H 2.139 3.120 5.305
H 0.131 1.776 4.723
H -0.537 1.509 2.385
H 2.784 4.242 -0.568
H 3.405 5.435 -2.596
H 2.142 5.088 -4.698
H 0.270 3.457 -4.746
H -0.362 2.245 -2.704
C 5.832 -0.357 1.031
C 4.806 0.778 0.913
C 4.458 1.084 -0.527
C 5.369 1.803 -1.307
C 5.146 1.999 -2.653
C 4.007 1.472 -3.252
C 3.068 0.765 -2.516
C 1.861 0.134 -3.174
C 1.666 0.461 -4.651
C 3.301 0.595 -1.136
N 2.377 -0.198 -0.355
C 2.758 -1.432 -0.129
C 1.825 -2.393 0.202
C 1.864 -3.774 0.420
C 0.536 -4.191 0.422
C -0.263 -3.050 0.196
N 0.524 -1.978 0.077
H 6.074 -0.549 2.079
H 6.758 -0.100 0.510
H 5.454 -1.286 0.597
H 5.232 1.672 1.370
H 3.907 0.523 1.470
H 6.271 2.189 -0.840
H 5.867 2.547 -3.250
H 3.856 1.616 -4.314
H 0.972 0.420 -2.623
H 1.933 -0.951 -3.054
H 1.643 1.540 -4.819
H 0.717 0.047 -4.996
H 2.460 0.034 -5.269
H 3.796 -1.702 -0.296
H 2.753 -4.379 0.543
H 0.161 -5.196 0.551
H -1.338 -2.986 0.099
C -2.672 2.173 6.016
C -2.631 1.315 4.769
C -3.560 1.470 3.752
C -3.508 0.709 2.583
C -4.629 0.836 1.576
C -2.457 -0.196 2.409
C -1.542 -0.419 3.450
C -0.453 -1.462 3.340
C -1.653 0.335 4.615
C -2.317 -0.914 1.084
O -2.953 -1.925 0.852
O -1.563 -0.312 0.168
H -3.487 2.896 5.970
H -1.736 2.723 6.138
H -2.810 1.561 6.912
H -4.370 2.186 3.878
H -5.531 0.366 1.977
H -4.861 1.882 1.372
H -4.399 0.339 0.636
H -0.746 -2.281 2.681
H -0.227 -1.878 4.324
H 0.472 -1.035 2.938
H -0.960 0.145 5.433
```

As for the energy above the lowest of the compared OMol25 structures with the same formula, charge and spin: 8.3 kcal per mole. For the energy, the calculation gives -145732.0019 eV.

***

A molecular structure, C43H38Cl5N6O5PTa. Source: the OMol25 dataset; level of theory: ωB97M-V/def2-TZVPD.

Structure (XYZ):
```
99
C43H38Cl5N6O5PTa ωB97M-V/def2-TZVPD
Ta 0.087 0.737 1.123
O 1.000 -1.286 1.262
C 2.100 -0.868 0.801
O 2.238 0.372 0.581
C 3.106 -1.901 0.352
C 4.086 -2.448 1.166
C 4.858 -3.497 0.695
C 4.642 -4.011 -0.569
C 3.674 -3.473 -1.399
C 2.889 -2.412 -0.960
P 1.558 -1.602 -1.944
C 0.696 -3.075 -2.604
C -0.431 -3.449 -1.870
C -1.176 -4.555 -2.247
C -0.819 -5.277 -3.378
C 0.299 -4.908 -4.110
C 1.058 -3.811 -3.728
C 2.563 -0.955 -3.330
C 2.081 -0.866 -4.635
C 2.786 -0.161 -5.600
C 3.963 0.492 -5.270
C 4.440 0.428 -3.968
C 3.745 -0.284 -3.005
H 4.245 -2.057 2.162
H 5.616 -3.934 1.330
H 5.228 -4.856 -0.907
H 3.512 -3.891 -2.384
H -0.709 -2.859 -1.004
H -2.038 -4.854 -1.664
H -1.412 -6.128 -3.684
H 0.584 -5.480 -4.983
H 1.930 -3.531 -4.305
H 1.153 -1.358 -4.904
H 2.406 -0.126 -6.614
H 4.504 1.049 -6.024
H 5.357 0.934 -3.696
H 4.112 -0.321 -1.987
Cl -2.295 7.750 0.502
C -2.097 6.054 0.656
C -0.823 5.505 0.773
Cl 0.563 6.510 0.771
C -0.678 4.132 0.884
Cl 0.866 3.373 1.020
C -1.771 3.253 0.871
O -1.621 1.961 0.948
C -3.045 3.836 0.741
Cl -4.389 2.774 0.633
C -3.212 5.211 0.646
Cl -4.785 5.875 0.514
C -1.272 0.052 4.709
C 0.050 0.621 5.136
C 0.457 0.625 6.457
C 1.691 1.146 6.816
C 2.529 1.667 5.844
C 2.163 1.677 4.507
C 3.082 2.253 3.466
C 0.913 1.134 4.137
N 0.554 1.047 2.826
H -1.895 -0.188 5.568
H -1.100 -0.853 4.123
H -1.795 0.763 4.065
H -0.193 0.210 7.217
H 1.996 1.146 7.853
H 3.490 2.073 6.131
H 4.115 2.222 3.809
H 2.828 3.295 3.266
H 2.999 1.698 2.532
C -2.332 0.696 -3.350
N -1.136 1.465 -3.040
C -0.636 2.400 -3.878
C 0.472 3.106 -3.560
C 1.100 2.814 -2.316
N 0.583 1.910 -1.489
C -0.517 1.228 -1.824
O -0.987 0.371 -1.060
N 2.214 3.447 -1.947
H -2.679 0.951 -4.348
H -3.109 0.914 -2.617
H -2.106 -0.369 -3.297
H -1.165 2.552 -4.809
H 0.880 3.848 -4.226
H 2.622 4.157 -2.528
H 2.667 3.189 -1.087
N -1.697 -0.578 1.466
C -2.745 -0.909 1.820
N -3.892 -1.298 2.272
C -4.270 -2.712 2.328
C -5.365 -2.964 1.293
O -6.461 -2.096 1.491
C -6.088 -0.737 1.382
C -5.025 -0.380 2.418
H -4.658 -2.914 3.329
H -3.401 -3.340 2.145
H -5.754 -3.976 1.396
H -4.955 -2.831 0.281
H -6.988 -0.147 1.549
H -5.707 -0.525 0.373
H -5.434 -0.520 3.422
H -4.688 0.646 2.297
```

As for the energy above the lowest of the compared OMol25 structures with the same formula, charge and spin: 38.3 kcal per mole. For the energy, the calculation gives -137838.2128 eV. Its net charge is +1.

***

A molecular structure, C43H39As2N6SSn. Source: the OMol25 dataset; level of theory: ωB97M-V/def2-TZVPD.

Structure (XYZ):
```
92
C43H39As2N6SSn ωB97M-V/def2-TZVPD
Sn -0.914 0.613 0.639
N -4.143 0.035 -2.703
C -3.391 0.408 -1.679
S -1.677 0.489 -1.917
N -3.987 0.715 -0.556
N -3.360 0.965 0.549
C -3.939 1.457 1.582
C -3.242 1.599 2.837
C -3.869 2.217 3.923
C -3.234 2.231 5.152
C -1.996 1.612 5.265
C -1.432 1.049 4.130
N -2.019 1.061 2.946
H -3.723 -0.172 -3.596
H -5.150 0.021 -2.618
H -4.990 1.726 1.553
H -4.841 2.667 3.796
H -3.703 2.692 6.010
H -1.481 1.560 6.210
H -0.475 0.551 4.179
C -1.908 5.021 -0.431
C -1.106 5.816 0.373
C -0.257 5.192 1.272
C -0.234 3.801 1.358
N -1.005 3.046 0.562
C -1.816 3.647 -0.301
C 0.661 3.098 2.291
C 1.373 3.735 3.307
C 2.204 2.982 4.117
C 2.320 1.618 3.892
C 1.582 1.065 2.863
N 0.776 1.784 2.098
H -2.579 5.452 -1.155
H -1.136 6.894 0.298
H 0.392 5.792 1.886
H -2.408 3.003 -0.936
H 1.293 4.796 3.475
H 2.763 3.454 4.910
H 2.952 1.001 4.506
H 1.629 0.004 2.629
C 1.284 -3.031 0.259
C 2.362 -2.088 -0.293
As 1.914 -0.154 -0.482
C 3.645 0.677 -0.109
C 4.799 -0.026 -0.445
C 6.038 0.563 -0.260
C 6.130 1.842 0.261
C 4.981 2.560 0.553
C 3.738 1.975 0.375
C 1.754 0.356 -2.358
C 1.475 1.707 -2.558
C 1.411 2.221 -3.838
C 1.617 1.380 -4.925
C 1.918 0.043 -4.726
C 1.972 -0.480 -3.443
As -0.603 -2.723 -0.266
C -1.412 -4.388 0.424
C -0.914 -5.583 -0.083
C -1.433 -6.777 0.386
C -2.446 -6.780 1.326
C -2.947 -5.588 1.817
C -2.428 -4.384 1.362
C -0.685 -3.057 -2.184
C -1.929 -2.846 -2.782
C -2.114 -3.089 -4.129
C -1.057 -3.561 -4.897
C 0.174 -3.798 -4.305
C 0.367 -3.533 -2.961
H 1.280 -2.988 1.355
H 1.539 -4.066 0.000
H 2.713 -2.443 -1.266
H 3.219 -2.112 0.394
H 4.743 -1.017 -0.878
H 6.930 0.015 -0.526
H 7.100 2.280 0.440
H 5.053 3.572 0.920
H 2.839 2.536 0.605
H 1.300 2.355 -1.699
H 1.199 3.268 -3.994
H 1.535 1.772 -5.927
H 2.111 -0.596 -5.574
H 2.196 -1.530 -3.310
H -0.136 -5.591 -0.837
H -1.033 -7.705 0.007
H -2.849 -7.718 1.677
H -3.740 -5.590 2.546
H -2.823 -3.448 1.743
H -2.756 -2.505 -2.163
H -3.079 -2.925 -4.586
H -1.197 -3.752 -5.949
H 0.982 -4.203 -4.894
H 1.331 -3.745 -2.518
```

As for the energy above the lowest of the compared OMol25 structures with the same formula, charge and spin: 28.7 kcal per mole. For the energy, the calculation gives -192483.2307 eV. Its net charge is +3.